--- one ---
C4H9NO3 | ωB97M-V/def2-TZVPD

The geometry in XYZ format:
```
17
Properties=species:S:1:pos:R:3
C -2.110 0.776 -0.493
C -0.463 -0.747 0.363
O -1.665 -0.554 -0.328
O -0.431 -0.142 1.616
H -0.440 -1.826 0.561
H -2.337 1.252 0.469
H -3.028 0.697 -1.073
H -1.391 1.391 -1.049
N 2.325 1.047 0.808
C 0.788 -0.389 -0.512
C 1.951 -0.077 0.403
O 1.074 -1.414 -1.426
H 1.279 -2.226 -0.947
H -0.417 0.820 1.528
H 1.794 1.840 0.450
H 0.561 0.488 -1.131
H 2.509 -0.938 0.759
```

The value obtained for the HOMO-LUMO gap is 10.42 eV. Its charge is 0. The calculation puts the HOMO energy at -0.356 Ha. As for the SMILES: [H]/N=C\[C@@H](O)[C@@H](O)OC.


--- two ---
C4H9NO3 | ωB97M-V/def2-TZVPD

The geometry in XYZ format:
```
17
Properties=species:S:1:pos:R:3
C 0.274 0.689 0.477
C 0.296 1.892 1.418
C 1.287 0.873 -0.654
N -1.116 0.786 -0.264
O -2.025 0.139 0.172
H 0.470 -0.237 1.033
H 1.295 2.048 1.821
H 2.271 1.108 -0.250
H 0.010 2.793 0.879
H -0.394 1.758 2.250
H 0.991 1.697 -1.300
H 1.438 -0.046 -1.216
C -0.765 -2.304 -0.949
O -0.879 -3.643 -1.008
O -0.084 -1.710 -1.753
H -1.532 -3.969 -0.372
H -1.536 -1.874 -0.283
```

The value obtained for the HOMO-LUMO gap is 9.10 eV. Its charge is 0. The calculation puts the HOMO energy at -0.329 Ha. As for the SMILES: CC(C)N=O.O=CO.


--- three ---
C4H9NO3 | ωB97M-V/def2-TZVPD

The geometry in XYZ format:
```
17
Properties=species:S:1:pos:R:3
C -0.489 0.461 1.227
C 1.717 -1.060 -1.438
C -1.988 0.638 0.985
N 1.162 -0.685 -0.173
C 0.231 0.329 -0.122
O 0.067 1.556 1.927
O 0.748 -1.890 -2.128
O 0.148 1.195 -0.967
H -0.020 2.337 1.357
H 0.086 -1.352 -2.580
H 1.177 -1.372 0.559
H -0.301 -0.411 1.864
H 1.889 -0.148 -2.013
H 2.623 -1.653 -1.285
H -2.487 0.844 1.931
H -2.154 1.476 0.310
H -2.407 -0.265 0.547
```

The value obtained for the HOMO-LUMO gap is 10.77 eV. Its charge is 0. The calculation puts the HOMO energy at -0.367 Ha. As for the SMILES: C[C@H](O)C(=O)NCO.


Energetically preferred structure: three | next structure: +39.2 kcal/mol


--- one ---
C4H9NO3 | ωB97M-V/def2-TZVPD

The geometry in XYZ format:
```
17
Properties=species:S:1:pos:R:3
O -0.411 -1.793 2.767
C -0.164 -1.180 1.768
N -0.482 -1.594 0.471
C -0.448 -0.521 -0.530
C 1.004 -0.421 -1.052
C 1.407 0.794 -1.818
O 2.535 1.206 -1.851
H 0.279 -0.163 1.737
H -1.118 -2.344 0.270
H -0.708 0.475 -0.051
H -1.223 -0.726 -1.285
H 1.289 -1.228 -1.778
H 1.662 -0.721 -0.249
H 0.572 1.304 -2.382
H -1.381 2.750 0.710
H -1.311 2.241 2.083
O -1.501 1.921 1.191
```

The value obtained for the HOMO-LUMO gap is 9.96 eV. Its charge is 0. The calculation puts the HOMO energy at -0.354 Ha. As for the SMILES: O=CCCNC=O.O.


--- two ---
C4H9NO3 | ωB97M-V/def2-TZVPD

The geometry in XYZ format:
```
17
Properties=species:S:1:pos:R:3
C -1.586 0.373 0.442
C 0.841 -0.036 -0.520
C 1.270 -1.229 0.331
C -0.690 0.012 -0.657
N 1.415 1.184 0.012
O -1.282 -1.075 -1.364
O -1.102 0.697 1.665
O -1.292 1.239 -0.785
H -1.638 1.400 2.054
H -0.858 -1.170 -2.232
H -2.627 0.065 0.407
H 1.221 -0.158 -1.543
H 0.997 1.990 -0.452
H 1.199 1.255 1.010
H 0.926 -2.160 -0.101
H 2.354 -1.247 0.400
H 0.852 -1.140 1.333
```

The value obtained for the HOMO-LUMO gap is 9.96 eV. Its charge is 0. The calculation puts the HOMO energy at -0.343 Ha. As for the SMILES: C[C@H](N)[C@]1(O)O[C@@H]1O.


Energetically preferred structure: one | next structure: +9.8 kcal/mol


--- one ---
C4H9NO3 | ωB97M-V/def2-TZVPD

The geometry in XYZ format:
```
17
Properties=species:S:1:pos:R:3
C -1.036 0.325 0.526
C -0.100 -0.458 -0.411
C 1.999 0.532 0.705
C 1.250 0.248 -0.566
N -0.779 -0.633 -1.685
O -1.445 -0.774 1.738
O -2.004 0.974 -0.113
O 1.682 0.495 -1.666
H -2.056 0.546 -1.012
H -2.298 -0.526 2.115
H -0.648 0.679 1.531
H 0.097 -1.410 0.097
H -0.184 -0.287 -2.435
H -1.009 -1.600 -1.870
H 1.771 1.555 1.008
H 1.689 -0.125 1.516
H 3.070 0.458 0.521
```

The value obtained for the HOMO-LUMO gap is 10.31 eV. Its charge is 0. The calculation puts the HOMO energy at -0.351 Ha. As for the SMILES: CC(=O)[C@H](N)C(O)O.


--- two ---
C4H9NO3 | ωB97M-V/def2-TZVPD

The geometry in XYZ format:
```
17
Properties=species:S:1:pos:R:3
C 2.311 -0.386 -0.065
C 3.221 0.808 -0.269
C -2.124 -0.057 -0.092
C -3.317 -0.969 -0.150
H 0.730 -1.007 1.042
H 1.152 0.700 1.333
H 4.315 0.659 -0.474
H 3.190 1.516 0.565
H 2.785 1.367 -1.060
H -1.595 1.679 -0.422
H -2.964 -1.867 0.293
H -4.240 -0.542 0.390
H -3.667 -1.307 -1.182
N 1.284 -0.169 0.803
O 2.378 -1.450 -0.639
O -1.027 -0.253 0.343
O -2.431 1.276 -0.416
```

The value obtained for the HOMO-LUMO gap is 9.89 eV. Its charge is 0. The calculation puts the HOMO energy at -0.344 Ha. As for the SMILES: CC(=O)O.CC(N)=O.


--- three ---
C4H9NO3 | ωB97M-V/def2-TZVPD

The geometry in XYZ format:
```
17
Properties=species:S:1:pos:R:3
C -0.131 1.133 0.143
C 0.872 0.318 -0.491
C -1.029 -1.893 0.519
N -0.644 -1.118 -0.641
C 1.251 2.152 0.003
O -1.538 -1.360 -1.702
O 2.150 2.118 1.029
O 1.206 3.103 -0.740
H -2.191 -2.026 -1.422
H 2.116 1.283 1.515
H -0.357 0.957 1.189
H -0.900 1.555 -0.490
H 1.511 -0.305 0.126
H 1.058 0.388 -1.554
H -2.072 -1.714 0.823
H -0.390 -1.622 1.363
H -0.911 -2.971 0.329
```

The value obtained for the HOMO-LUMO gap (alpha / beta) is 5.85 / 9.11 eV. Its charge is 0. The calculation puts the HOMO energy (alpha / beta) at -0.231 / -0.325 Ha.


Energetically preferred structure: two | next structure: +36.1 kcal/mol


--- one ---
C4H9NO3 | ωB97M-V/def2-TZVPD

The geometry in XYZ format:
```
17
Properties=species:S:1:pos:R:3
C -0.874 0.605 -0.410
C -1.408 -0.645 -0.212
C 0.044 0.976 -1.525
N 1.256 0.194 1.564
C 1.239 -1.144 1.146
O -1.029 1.571 0.542
O -1.483 -1.544 -1.249
O 1.648 -1.568 0.066
H -1.695 1.294 1.184
H -0.566 -1.781 -1.476
H -2.272 -0.734 0.442
H 1.124 0.877 0.827
H 1.619 0.441 2.470
H 1.570 -1.709 2.047
H 0.933 0.346 -1.483
H 0.336 2.021 -1.451
H -0.443 0.800 -2.484
```

The value obtained for the HOMO-LUMO gap is 8.85 eV. Its charge is 0. The calculation puts the HOMO energy at -0.300 Ha. As for the SMILES: C/C(O)=C\O.NC=O.


--- two ---
C4H9NO3 | ωB97M-V/def2-TZVPD

The geometry in XYZ format:
```
17
Properties=species:S:1:pos:R:3
C 1.815 -0.650 0.773
C 3.130 -0.709 0.994
O 1.125 0.453 0.512
O 0.977 -1.752 0.873
H 0.520 0.451 -0.533
H 1.495 -2.517 1.157
H 3.629 -1.640 1.212
H 3.730 0.178 0.884
C -1.848 0.593 -0.623
N -1.608 0.058 0.566
C -2.862 1.196 -1.209
O -0.416 0.683 -1.445
H -0.372 1.510 -1.941
H -0.588 -0.118 0.800
H -2.181 -0.740 0.813
H -3.783 1.333 -0.664
H -2.763 1.670 -2.170
```

The value obtained for the HOMO-LUMO gap is 8.76 eV. Its charge is 0. The calculation puts the HOMO energy at -0.300 Ha. As for the SMILES: C=C(N)O.C=C(O)O.


--- three ---
C4H9NO3 | ωB97M-V/def2-TZVPD

The geometry in XYZ format:
```
17
Properties=species:S:1:pos:R:3
C -0.584 -0.244 1.567
C 1.209 1.246 0.899
N 0.430 2.151 0.285
O 0.645 -0.075 0.859
O 2.231 1.398 1.504
H 0.885 3.043 0.143
H -0.305 1.734 -0.457
H -1.432 0.000 0.922
H -0.603 0.388 2.455
H -0.640 -1.296 1.841
C -0.425 -1.815 -1.372
C -0.046 -0.375 -1.416
O -0.869 0.546 -1.398
H 0.987 -0.175 -1.740
H -0.267 -2.253 -2.357
H 0.240 -2.327 -0.678
H -1.456 -1.946 -1.056
```

The value obtained for the HOMO-LUMO gap is 11.06 eV. Its charge is 0. The calculation puts the HOMO energy at -0.375 Ha. As for the SMILES: COC(N)=O.CC=O.


Energetically preferred structure: three | next structure: +31.4 kcal/mol


--- one ---
C4H9NO3 | ωB97M-V/def2-TZVPD

The geometry in XYZ format:
```
17
Properties=species:S:1:pos:R:3
O -1.645 0.731 -1.814
C -1.566 0.508 -0.654
C -0.377 -0.092 0.214
C -0.277 0.640 1.556
O -1.619 0.977 1.848
N 0.792 -0.111 -0.628
C 1.912 -0.740 0.027
O 2.279 -1.823 -0.927
H -2.563 0.761 -0.149
H -0.444 -1.218 0.376
H -0.131 -0.074 2.349
H 0.428 1.563 1.527
H -1.741 1.824 1.580
H 0.919 0.397 -1.469
H 2.847 -0.190 0.189
H 1.606 -1.246 0.955
H 3.260 -2.015 -0.671
```

The value obtained for the HOMO-LUMO gap is 9.45 eV. Its charge is 0. The calculation puts the HOMO energy at -0.326 Ha. As for the SMILES: O=C[C@H](CO)NCO.


--- two ---
C4H9NO3 | ωB97M-V/def2-TZVPD

The geometry in XYZ format:
```
17
Properties=species:S:1:pos:R:3
C 0.756 -0.520 -0.025
C 0.207 -1.901 0.176
C 0.593 2.052 0.301
C -0.031 0.730 -0.079
N -2.219 -0.233 -0.241
O -1.363 0.724 0.410
O 2.079 -0.367 0.275
O 0.232 0.181 -1.307
H 2.601 -1.048 -0.172
H -3.142 0.044 0.085
H -2.155 -0.032 -1.243
H -0.880 -1.896 0.115
H 0.518 -2.279 1.148
H 0.588 -2.553 -0.610
H 0.138 2.838 -0.297
H 1.661 2.023 0.106
H 0.417 2.237 1.358
```

The value obtained for the HOMO-LUMO gap is 9.62 eV. Its charge is 0. The calculation puts the HOMO energy at -0.323 Ha. As for the SMILES: C[C@@]1(ON)O[C@@]1(C)O.


Energetically preferred structure: two | next structure: +5.9 kcal/mol


--- one ---
C4H9NO3 | ωB97M-V/def2-TZVPD

The geometry in XYZ format:
```
17
Properties=species:S:1:pos:R:3
C 0.215 0.776 1.551
C 0.105 -0.220 0.398
C -1.292 -0.921 0.439
O -2.337 -0.039 0.774
N 0.340 0.368 -0.918
C 1.353 -0.098 -1.694
O 1.654 0.808 -2.671
O 1.869 -1.188 -1.609
H -0.033 0.305 2.502
H 1.195 1.237 1.556
H -0.610 1.475 1.396
H 0.886 -0.967 0.495
H -1.307 -1.808 1.074
H -1.455 -1.199 -0.611
H -2.833 -0.305 1.550
H -0.299 1.075 -1.230
H 2.549 0.701 -3.003
```

The value obtained for the HOMO-LUMO gap is 10.33 eV. Its charge is 0. The calculation puts the HOMO energy at -0.355 Ha. As for the SMILES: C[C@@H](CO)NC(=O)O.


--- two ---
C4H9NO3 | ωB97M-V/def2-TZVPD

The geometry in XYZ format:
```
17
Properties=species:S:1:pos:R:3
C -0.360 -0.951 -0.119
C 0.792 -0.299 -0.920
C -0.184 -0.761 1.389
N -1.641 -0.486 -0.646
C 1.049 1.137 -0.544
O -2.001 0.809 -0.156
O 2.130 1.266 0.228
O 0.392 2.085 -0.892
H -1.513 1.440 -0.711
H 2.274 2.196 0.466
H -2.388 -1.078 -0.291
H -0.336 -2.021 -0.359
H 0.522 -0.335 -1.976
H 1.707 -0.864 -0.747
H 0.819 -1.043 1.694
H -0.357 0.280 1.654
H -0.903 -1.373 1.929
```

The value obtained for the HOMO-LUMO gap is 9.62 eV. Its charge is 0. The calculation puts the HOMO energy at -0.328 Ha. As for the SMILES: C[C@H](CC(=O)O)NO.


Energetically preferred structure: one | next structure: +29.9 kcal/mol


--- one ---
C2H3Br | ωB97M-V/def2-TZVPD

The geometry in XYZ format:
```
6
Properties=species:S:1:pos:R:3
C 0.001 0.089 0.691
C 0.035 -0.067 -0.629
Br 0.258 -1.678 -1.437
H -0.226 1.040 1.226
H 0.091 -0.661 1.526
H -0.159 1.278 -1.377
```

The value obtained for the HOMO-LUMO gap is 10.17 eV. Its charge is 0. The calculation puts the HOMO energy at -0.352 Ha.


--- two ---
C2H3Br | ωB97M-V/def2-TZVPD

The geometry in XYZ format:
```
6
Properties=species:S:1:pos:R:3
C 0.734 -0.444 0.025
C -0.012 0.593 0.005
Br -2.795 0.019 -0.079
H 1.819 -0.357 0.037
H 0.370 -1.459 0.037
H -0.115 1.648 -0.025
```

The value obtained for the HOMO-LUMO gap (alpha / beta) is 7.67 / 7.37 eV. Its charge is 0. The calculation puts the HOMO energy (alpha / beta) at -0.350 / -0.348 Ha.


Energetically preferred structure: one | next structure: +9.2 kcal/mol


--- one ---
C4H7NO3 | ωB97M-V/def2-TZVPD

The geometry in XYZ format:
```
15
Properties=species:S:1:pos:R:3
C 1.176 -0.118 -0.469
C 0.139 -1.143 -0.110
C 0.305 1.031 0.141
C -2.266 0.386 0.065
H 2.750 0.685 0.525
H 1.013 0.039 -1.627
H 0.820 -2.302 -0.042
H -0.805 -1.627 -0.621
H 0.910 1.277 1.209
H 0.270 1.936 -0.405
H -2.337 1.245 -0.585
N -1.007 0.402 0.668
O 2.394 -0.395 0.230
O -0.422 -0.765 1.139
O -2.940 -0.650 -0.117
```

The value obtained for the HOMO-LUMO gap is 10.22 eV. Its charge is 0. The calculation puts the HOMO energy at -0.362 Ha.


--- two ---
C4H7NO3 | ωB97M-V/def2-TZVPD

The geometry in XYZ format:
```
15
Properties=species:S:1:pos:R:3
C -1.453 0.024 -0.010
C -1.566 1.169 -0.903
C -0.495 -1.195 -0.181
C 2.140 0.338 1.190
N 1.878 -0.464 0.124
O -1.992 -0.211 1.031
O 2.827 -0.723 -0.737
O 0.894 -0.933 -0.499
H -0.876 0.969 -1.686
H -2.637 1.224 -1.229
H -1.623 2.038 -0.372
H -0.954 -2.100 -0.718
H -0.373 -1.376 0.874
H 3.045 0.848 1.400
H 1.186 0.392 1.715
```

The value obtained for the HOMO-LUMO gap is 9.24 eV. Its charge is 0. The calculation puts the HOMO energy at -0.322 Ha. As for the SMILES: C=[N+]([O-])OCC(C)=O.


Energetically preferred structure: one | next structure: +31.3 kcal/mol